Entry 1:
Molecular formula: C61H74AsBN10O4S2W
Method: DFT, wB97M-V/def2-TZVPD

Results
Net charge = 0
Energy above the lowest of the compared OMol25 structures with the same formula, charge and spin = 3.315 eV
Orbital gap (spin up / spin down) = 6.74 / 5.97 eV
2S+1 = 3

Cartesian coordinates (Å):
N1 -0.88 1.18 2.35
N2 -1.68 0.12 2.67
C1 2.39 5.56 -1.15
H1 -3.43 -3.17 -1.51
S1 1.67 2.49 1.36
C2 2.97 -0.16 -4.03
H2 2.91 -3.65 -1.29
C3 1.76 -3.05 -4.06
C4 -4.56 -1.04 3.26
C5 -2.81 -2.53 -0.90
H3 1.15 -3.93 5.49
C6 -2.57 0.47 3.62
C7 4.44 1.09 -5.48
C8 0.82 -5.05 2.99
H4 -1.05 -2.34 -3.85
H5 -5.45 -1.43 3.76
C9 0.13 -3.88 5.11
C10 -2.31 1.78 3.95
B1 -1.33 -1.31 2.25
C11 -2.39 -5.09 0.92
H6 -2.82 -5.92 1.48
H7 -0.42 5.11 4.78
H8 1.33 0.92 -6.81
H9 -2.94 6.22 -2.29
H10 -2.66 -2.98 -3.52
H11 -0.40 -4.77 5.46
H12 2.42 -2.55 -4.75
C12 -0.99 4.19 4.65
C13 6.21 -3.32 -0.68
H13 -0.64 4.12 1.23
H14 5.62 -0.46 2.06
H15 0.38 -2.70 -0.98
C14 2.15 0.76 -6.12
C15 -1.01 4.49 2.18
C16 4.74 -1.07 2.27
C17 5.28 -1.25 -1.50
C18 3.72 0.66 3.80
O1 -2.31 4.16 -3.56
H16 2.91 -2.85 3.67
H17 -4.88 -0.34 2.49
C19 -2.00 3.71 -2.48
C20 -4.59 -3.91 1.16
H18 5.42 1.49 -5.69
C21 2.06 6.96 -1.19
C22 0.39 -4.96 -3.50
H19 -5.11 -2.97 1.32
W1 0.44 0.62 0.29
O2 -3.29 1.98 0.46
H20 -0.49 0.15 -2.99
H21 -0.56 -4.89 -1.58
H22 1.39 5.26 0.72
C23 -2.56 -2.66 0.44
C24 4.02 -1.83 -1.63
H23 5.44 -0.21 -1.73
N3 -1.76 -1.63 0.80
C25 -2.93 3.56 -1.30
C26 3.51 5.72 -3.35
C27 -2.10 -2.08 -3.77
C28 -2.13 -1.39 -1.33
C29 3.11 4.96 -2.19
H24 -4.06 -1.87 2.77
H25 -2.05 4.45 4.69
H26 3.99 3.15 -2.92
C30 1.93 0.05 -4.94
C31 -2.33 -0.95 -2.77
H27 7.05 -3.89 -0.32
C32 2.13 -2.25 3.22
H28 4.62 1.27 3.72
C33 -2.82 4.92 -0.53
C34 3.53 -0.18 2.53
C35 1.22 -4.29 -4.39
C36 0.12 -3.83 3.58
O3 1.23 -0.84 -0.24
N4 -1.16 2.07 -0.29
C37 0.61 -3.14 -1.94
N5 -0.68 3.31 -2.25
C38 4.22 0.38 -4.31
C39 3.44 3.61 -2.12
C40 -2.50 2.47 -0.30
C41 -3.10 -1.35 5.31
C42 -0.61 3.56 3.31
H29 -0.76 3.53 5.48
H30 -3.10 7.04 -0.74
H31 -2.84 2.36 4.69
H32 -1.32 -5.06 1.11
H33 -3.36 4.80 0.40
C43 -1.24 2.19 3.15
C44 -4.60 2.00 -2.46
H34 -2.10 4.57 2.12
H35 -2.56 -2.18 4.84
H36 -1.69 0.48 -4.25
H37 -1.77 5.10 -0.29
N6 1.77 8.07 -1.21
H38 3.81 0.01 4.68
N7 -1.47 -0.84 -0.28
H39 2.87 1.33 3.95
C45 -1.56 0.27 -3.18
C46 1.46 -2.47 -2.83
H40 -2.84 -3.58 2.35
H41 -0.35 -3.00 5.54
C47 -0.33 2.49 -1.24
H42 -2.55 -5.29 -0.14
H43 -4.34 1.16 -1.81
C48 4.95 -3.90 -0.78
C49 6.36 -1.99 -1.05
H44 -0.02 -5.92 -3.76
H45 -0.91 -3.82 3.24
As1 2.41 -0.84 -2.26
H46 7.33 -1.52 -0.97
H47 0.95 -0.36 -4.75
H48 3.42 0.50 1.69
C50 2.27 3.44 0.00
C51 3.87 -3.16 -1.24
C52 -3.07 -3.77 1.31
H49 -0.02 3.43 -3.01
N8 1.08 -0.57 2.20
H50 -4.02 1.93 -3.38
H51 5.04 0.24 -3.62
H52 -0.61 5.50 2.34
S2 3.53 1.20 -0.82
H53 1.84 -5.14 3.36
C53 2.27 -0.99 2.64
N9 3.82 6.30 -4.29
C54 1.97 4.80 -0.07
C55 0.09 -4.38 -2.28
H54 -2.42 -0.85 6.00
H55 -4.97 -4.64 1.89
C56 0.79 -2.57 3.10
H56 0.47 3.45 3.30
H57 0.87 -4.99 1.90
H58 4.81 -4.93 -0.49
C57 -4.37 3.33 -1.75
H59 -5.65 1.89 -2.72
C58 3.06 2.85 -1.02
H60 -4.24 0.37 4.81
H61 -1.92 -2.06 2.96
H62 -4.65 4.14 -2.43
C59 3.41 1.29 -6.39
H63 0.28 -5.96 3.26
H64 -1.93 1.12 -2.63
H65 -4.45 6.10 -1.37
H66 -3.40 -0.70 -2.82
H67 -2.44 -1.75 -4.76
H68 4.57 -1.73 1.41
H69 4.97 -1.70 3.14
H70 3.58 1.85 -7.29
N10 0.18 -1.54 2.49
H71 -5.00 3.39 -0.87
C60 -3.36 6.14 -1.29
C61 -3.64 -0.37 4.27
H72 -4.85 -4.27 0.16
H73 1.47 -4.74 -5.35
O4 0.66 1.68 -1.38
H74 -3.92 -1.77 5.89

Entry 2:
Molecular formula: C61H84ClF3N11S
Method: DFT, wB97M-V/def2-TZVPD

Results
Net charge = +1
Orbital gap = 6.04 eV
2S+1 = 1

Cartesian coordinates (Å):
C1 0.91 -4.27 -1.11
N1 -4.26 -0.49 6.34
C2 -1.20 -3.27 -7.67
C3 -0.37 -0.10 0.85
C4 0.02 -3.90 -7.57
C5 -4.38 6.76 -5.21
H1 -5.57 0.72 7.51
C6 6.27 4.42 -2.07
C7 10.67 -4.19 2.38
C8 -1.17 -2.15 -6.80
H2 2.23 -2.58 -4.33
H3 -2.70 -1.06 5.00
C9 4.31 -8.08 -6.83
H4 -2.29 1.62 4.82
H5 -7.80 1.69 7.29
H6 11.45 -2.26 3.18
C10 3.95 -6.21 -5.66
H7 -0.15 -4.71 -0.97
C11 4.85 4.10 -2.61
H8 -0.09 -2.48 -0.52
H9 -8.55 5.84 0.19
C12 2.41 0.71 -0.32
H10 0.56 3.28 5.58
H11 4.54 4.51 -3.64
H12 1.05 -4.23 -2.26
H13 6.99 5.06 -2.70
C13 -5.01 1.57 -0.35
H14 -4.14 2.77 6.44
C14 -1.48 5.04 7.40
H15 1.99 -6.24 -1.37
H16 0.41 -4.78 -8.06
H17 0.64 0.15 3.52
H18 -2.02 -3.58 -8.30
H19 -6.20 -0.44 -3.03
H20 2.99 0.75 -1.33
N2 9.33 -3.22 0.89
C15 -9.53 0.67 7.96
H21 3.43 -0.33 -3.11
C16 1.92 -5.41 -0.57
H22 -5.09 7.75 -1.24
C17 3.89 3.25 -1.75
N3 -1.00 3.85 6.93
H23 -5.28 3.95 -6.69
H24 -3.02 -1.89 2.03
C18 -3.04 1.12 5.41
H25 11.18 -4.95 2.96
C19 2.99 -6.27 -6.64
C20 4.98 -0.78 1.01
H26 1.73 -3.43 -6.41
H27 -9.01 -2.27 6.57
H28 4.81 -9.00 -7.09
C21 -3.22 -0.24 5.48
C22 -8.00 -0.33 6.68
H29 -3.89 7.69 -4.99
C23 3.15 1.84 0.55
C24 3.64 -1.42 -2.95
C25 -5.49 5.56 -1.03
H30 -7.40 8.01 -0.30
C26 3.21 -7.46 -7.38
N4 -8.34 0.84 7.31
C27 -5.28 -0.69 -0.79
H31 -5.21 -1.81 -0.62
F1 3.22 -4.93 -0.19
H32 -4.61 -1.40 6.59
H33 -0.85 -0.56 -0.07
C28 -4.74 0.70 6.82
H34 4.98 0.12 -1.17
H35 5.67 -1.62 1.42
H36 -7.09 -0.41 6.11
C29 -5.13 4.81 -6.05
C30 -8.99 -1.25 6.93
C31 4.24 2.69 -0.31
C32 3.29 -2.14 -4.38
H37 -0.88 7.11 7.03
N5 -6.97 7.11 -0.46
H38 4.80 -1.48 -2.96
N6 -4.82 0.25 0.21
C33 3.51 -1.28 1.17
C34 1.00 -2.86 -0.37
N7 0.70 -2.02 1.99
H39 1.41 -5.91 0.34
H40 -3.57 6.02 -7.11
H41 1.41 1.22 -0.62
C35 -4.24 5.89 -6.27
H42 -5.64 6.68 -3.51
H43 9.79 -1.18 1.32
H44 5.17 0.08 1.77
H45 -9.98 1.48 8.52
H46 0.47 -2.12 -2.88
H47 6.02 2.73 1.25
C36 -5.79 0.05 -2.07
C37 -1.57 -0.18 1.96
Cl1 6.74 -1.71 -1.01
N8 -5.33 6.25 -4.37
C38 -9.96 -0.61 7.74
C39 -0.74 6.06 6.85
H48 4.13 -5.48 -4.89
H49 7.71 4.10 -0.20
H50 8.66 -3.09 0.16
C40 5.64 -0.34 -0.36
H51 0.97 5.96 5.41
H52 -2.84 -1.22 0.31
H53 -1.92 0.89 2.23
H54 3.58 1.49 1.55
H55 3.56 -2.44 0.99
F2 1.20 -2.24 3.24
C41 -7.55 5.90 -0.21
C42 -5.79 5.06 -4.87
H56 -4.59 5.08 -1.39
H57 6.41 0.48 -0.11
H58 -0.32 1.04 0.61
C43 1.02 -0.71 1.38
H59 9.36 -5.35 0.98
H60 1.93 -3.72 1.60
H61 -4.99 -0.60 2.25
C44 0.98 -3.23 1.19
H62 2.99 -3.25 -2.20
C45 5.65 3.07 0.22
C46 -2.89 -0.94 1.41
H63 2.64 -7.82 -8.22
H64 3.32 -1.31 2.31
C47 3.13 -2.22 -1.67
H65 -1.35 2.94 7.17
N9 1.96 -1.80 -0.84
H66 2.21 -5.55 -6.80
C48 -6.66 4.91 -0.55
C49 -4.00 1.71 6.26
C50 -4.24 -0.04 1.57
H67 5.55 -7.53 -5.20
H68 2.38 2.66 0.86
C51 0.04 4.10 6.07
F3 4.20 -3.28 -4.51
H69 -10.87 -1.05 8.12
C52 6.67 3.90 -0.65
C53 0.23 5.46 6.00
H70 3.47 -1.44 -5.27
C54 10.81 -2.79 2.49
H71 1.00 1.41 2.25
H72 -1.96 -1.44 -6.63
H73 0.12 -3.99 1.34
C55 -5.64 1.60 -1.82
C56 0.07 -2.13 -6.20
N10 4.75 -7.31 -5.79
H74 -6.54 4.49 -4.35
C57 9.98 -2.21 1.56
C58 9.75 -4.43 1.38
N11 0.78 -3.20 -6.68
C59 2.26 -0.76 0.28
H75 0.49 -1.46 -5.47
C60 -5.71 6.91 -0.97
H76 2.36 0.43 2.94
H77 -5.88 2.49 -2.48
H78 -4.78 2.60 0.10
S1 0.94 -1.04 -2.13
H79 -4.05 0.97 2.05
H80 -1.26 -0.66 2.94
C61 1.28 0.34 2.59
H81 2.84 3.02 -2.16
H82 -6.81 3.84 -0.47
H83 4.09 -2.50 -1.08
H84 -2.31 5.07 8.09

Going through the records in order, we get largest force on an atom values of 4.85; 7.23 eV/A.
Going through the records in order, we get total energy values of -6341.6422; -4134.1729 hartree.